Entry 1:
A molecular structure, CH2N2O3Si in a non-equilibrium geometry, computed with wB97M-V/def2-TZVPD.

XYZ file:
```
9
Properties=species:S:1:pos:R:3:forces:R:3
C -0.120 -2.099 0.039 -0.541 1.582 -0.459
N 0.120 -3.175 0.347 0.165 -0.598 0.166
N 1.237 1.083 -0.020 -0.625 -1.602 -1.787
O 2.070 1.354 -0.897 -1.110 -0.221 1.590
O 1.143 1.584 1.080 0.363 0.014 -0.501
O -1.390 0.623 0.485 -1.241 -0.264 0.674
Si -0.552 -0.344 -0.467 1.829 2.803 -0.112
H -1.568 0.988 1.382 0.700 -0.866 -1.195
H -0.940 -0.014 -1.949 0.460 -0.847 1.624
```
Positions in Å, forces in eV/Å.

Properties
ΔE to the lowest compared entry with this formula, charge and spin (kJ/mol): 162.81
HOMO-LUMO gap (eV): 8.7

Partial charges, natural (NBO), in e: -0.221, -0.203, 0.332, -0.408, -0.403, -1.132, 1.576, 0.573, -0.113



Entry 2:
2 unconnected molecules or ions with the total composition CH5P3 in a non-equilibrium geometry, computed with wB97M-V/def2-TZVPD.

XYZ file:
```
9
Properties=species:S:1:pos:R:3:forces:R:3
C 2.112 0.261 -0.112 -1.373 -0.915 -0.139
P -2.340 -0.086 -0.834 0.230 0.267 -0.719
P -1.111 -1.105 0.621 -0.419 0.059 1.153
P -1.327 1.070 0.704 0.448 0.306 0.030
H 2.191 0.833 -1.077 0.021 -0.688 1.291
H 1.586 -0.799 -0.155 1.398 2.504 0.198
H 2.207 0.798 0.877 -0.057 -0.812 -1.381
H -1.135 0.036 -1.600 -0.443 -0.011 -0.347
H -2.182 -1.008 1.575 0.195 -0.710 -0.086
```
Positions in Å, forces in eV/Å.

Properties
ΔE to the lowest compared entry with this formula, charge and spin (kJ/mol): 313.34
HOMO-LUMO gap (alpha / beta) (eV): 7.8 / 8.2

Partial charges, natural (NBO), in e: -0.534, -0.014, -0.019, 0.056, 0.176, 0.178, 0.182, -0.013, -0.012



Entry 3:
2 unconnected molecules or ions with the total composition C2H7O2 in a non-equilibrium geometry, computed with wB97M-V/def2-TZVPD.

XYZ file:
```
11
Properties=species:S:1:pos:R:3:forces:R:3
O -0.408 -1.148 2.084 -0.205 -0.356 0.020
H -0.150 -0.957 2.991 0.030 0.336 -0.381
C -0.366 0.109 -0.782 0.967 1.101 0.757
O -0.109 0.709 0.456 -0.068 -0.621 -0.490
C 0.801 0.402 -1.824 -1.089 0.596 1.461
H -0.424 -0.986 -0.684 -0.428 -0.060 -0.091
H -1.304 0.552 -1.161 -0.111 -0.516 -0.420
H -0.297 -0.290 1.412 0.266 0.109 0.313
H 1.489 1.022 -1.236 0.148 -0.271 -0.262
H 1.255 -0.529 -2.130 0.306 -0.096 -0.458
H 0.413 1.021 -2.631 0.184 -0.222 -0.449
```
Positions in Å, forces in eV/Å.

Properties
ΔE to the lowest compared entry with this formula, charge and spin (kJ/mol): 32.41
Net charge: -1
HOMO-LUMO gap (eV): 7.8

Partial charges, natural (NBO), in e: -1.092, 0.431, -0.040, -0.928, -0.668, 0.120, 0.103, 0.505, 0.217, 0.179, 0.173



Copy entry 1 word for word.
A molecular structure, CH2N2O3Si in a non-equilibrium geometry, computed with wB97M-V/def2-TZVPD.

XYZ file:
```
9
Properties=species:S:1:pos:R:3:forces:R:3
C -0.120 -2.099 0.039 -0.541 1.582 -0.459
N 0.120 -3.175 0.347 0.165 -0.598 0.166
N 1.237 1.083 -0.020 -0.625 -1.602 -1.787
O 2.070 1.354 -0.897 -1.110 -0.221 1.590
O 1.143 1.584 1.080 0.363 0.014 -0.501
O -1.390 0.623 0.485 -1.241 -0.264 0.674
Si -0.552 -0.344 -0.467 1.829 2.803 -0.112
H -1.568 0.988 1.382 0.700 -0.866 -1.195
H -0.940 -0.014 -1.949 0.460 -0.847 1.624
```
Positions in Å, forces in eV/Å.

Properties
ΔE to the lowest compared entry with this formula, charge and spin (kJ/mol): 162.81
HOMO-LUMO gap (eV): 8.7

Partial charges, natural (NBO), in e: -0.221, -0.203, 0.332, -0.408, -0.403, -1.132, 1.576, 0.573, -0.113